Model A:
{
  "formula": "C4H7N3O2",
  "method": "ωB97M-V/def2-TZVPD",
  "elements": ["C", "C", "C", "N", "N", "N", "C", "O", "O", "H", "H", "H", "H", "H", "H", "H"],
  "positions_angstrom": [[-2.8505, 0.4271, 0.8799], [-2.5018, -0.0256, -0.4945], [-1.2839, -0.9404, -0.5315], [-0.1341, -0.2447, 0.0483], [0.1715, 0.9384, -0.3552], [1.4163, 1.1855, -0.3830], [2.0628, 0.0036, 0.0959], [3.2209, -0.1762, 0.2953], [1.0344, -0.9423, 0.3056], [-2.9083, -0.3790, 1.6459], [-2.0223, 1.0659, 1.3070], [-3.7399, 1.0600, 0.9041], [-2.2917, 0.8741, -1.1168], [-3.3008, -0.5911, -0.9894], [-1.4618, -1.8236, 0.1075], [-1.0541, -1.2006, -1.5345]],
  "total_charge": 0,
  "homo_lumo_gap_ev": 10.285,
  "lumo_energy_ev": 0.15
}


Model B:
{
  "formula": "C4H7N3O2",
  "method": "ωB97M-V/def2-TZVPD",
  "elements": ["C", "C", "C", "C", "N", "N", "N", "O", "O", "H", "H", "H", "H", "H", "H", "H"],
  "positions_angstrom": [[-1.2155, -0.6500, 0.1518], [1.4851, -0.9331, -0.6749], [1.1093, 1.3971, 0.4024], [0.9737, -0.1189, 0.4841], [-1.6037, -1.9159, 0.6693], [-1.1911, -1.9696, -0.4840], [-3.2089, 0.7180, 0.0352], [-3.5090, 1.9089, -0.0791], [-1.9130, 0.4646, -0.1862], [1.0114, -0.5822, -1.5705], [0.9900, -1.9618, -0.6859], [2.5639, -0.9073, -0.6120], [0.8799, 1.6266, -0.5916], [2.1898, 1.6517, 0.5609], [0.5131, 1.9261, 1.1388], [0.9251, -0.6539, 1.4415]],
  "total_charge": 0,
  "homo_lumo_gap_ev": 8.826,
  "lumo_energy_ev": -0.21
}


Model C:
{
  "formula": "C4H7N3O2",
  "method": "ωB97M-V/def2-TZVPD",
  "elements": ["H", "N", "C", "C", "O", "O", "C", "C", "N", "N", "H", "H", "H", "H", "H", "H"],
  "positions_angstrom": [[-1.4801, 1.5986, 2.2324], [-1.4011, 1.4687, 1.2077], [-0.3672, 0.7157, 0.9846], [0.4449, 0.0667, 2.1781], [-0.0294, 0.1536, 3.3009], [1.7239, -0.2778, 1.9811], [-0.1515, 0.0863, -0.3582], [-1.2909, -0.0744, -1.3227], [1.0552, -0.3994, -0.4744], [1.4460, -0.9868, -1.6210], [1.9819, -0.2592, 1.0281], [-2.1514, 0.5305, -1.0306], [-1.5941, -1.1236, -1.3663], [-0.9789, 0.2464, -2.3215], [0.7183, -1.3429, -2.2399], [2.0745, -0.4024, -2.1781]],
  "total_charge": 0,
  "homo_lumo_gap_ev": 9.184,
  "lumo_energy_ev": -0.35
}


Relative calculated energies, zero for the most stable structure, unit kJ/mol: model A 106.5; model B 665.0; model C 0.0.